{"formula": "C2H3OPS", "method": "ωB97M-V/def2-TZVPD", "orbital_gap_ev": [7.25, 6.64], "lumo_energy_ev": [-1.393, -1.650], "max_force_ev_per_a": 5.2, "homo_ha": [-0.31765, -0.30470], "e_above_lowest_ev": 2.220, "mol_weight_g_mol": 106.09, "species": ["C", "C", "O", "P", "S", "H", "H", "H"], "xyz": [[0.51648, -0.39082, -0.54404], [0.44095, 0.46525, 0.57290], [0.01628, -1.48316, -0.61266], [-1.42733, -1.75483, 1.74458], [-0.19496, -0.21481, 2.07826], [1.21730, -0.07342, -1.45120], [0.98178, 1.29152, 0.60456], [-1.82071, -1.93919, 0.41516]], "forces_ev_per_angstrom": [[1.97, 1.12, -1.67], [-2.63, -4.13, 1.63], [-0.82, -1.67, -0.40], [-0.23, -0.89, 1.17], [0.57, 1.23, -2.65], [-1.14, -0.02, 1.67], [2.15, 3.68, 0.52], [0.13, 0.68, -0.27]], "nbo_charge": [0.319, -0.545, -0.598, 0.232, 0.238, 0.125, 0.213, 0.015]}

***

{"formula": "C5H8O3", "method": "ωB97M-V/def2-TZVPD", "orbital_gap_ev": [8.01, 8.13], "lumo_energy_ev": [0.556, 0.675], "max_force_ev_per_a": 1.8, "homo_ha": [-0.27404, -0.27403], "e_above_lowest_ev": 4.628, "mol_weight_g_mol": 116.12, "species": ["C", "C", "C", "C", "C", "O", "O", "O", "H", "H", "H", "H", "H", "H", "H", "H"], "xyz": [[-1.41059, 1.58476, 0.71245], [0.84259, -0.07902, -0.13701], [0.72152, 1.41426, -0.19943], [-0.37026, -0.74290, -0.77424], [-0.95876, -1.82232, -0.28260], [-0.32342, 2.06709, 0.21289], [0.96155, -0.56602, 1.19001], [2.01059, -0.39081, -0.86463], [1.73791, -0.15982, 1.58724], [2.07805, -1.35423, -0.92186], [1.49643, 1.99799, -0.66358], [-1.52361, 0.58020, 1.08317], [-2.17596, 2.31745, 0.90917], [-0.61306, -0.34127, -1.75045], [-1.76862, -2.30984, -0.79774], [-0.70437, -2.19551, 0.69662]], "forces_ev_per_angstrom": [[-1.52, 0.00, 0.95], [-0.42, 0.26, 0.15], [1.26, -0.60, -0.19], [0.56, -0.55, -0.01], [-0.16, 0.34, 0.07], [0.26, 0.22, -0.55], [-0.31, -0.19, 0.01], [0.00, 0.10, -0.11], [0.07, 0.15, -0.06], [-0.13, 0.16, 0.05], [-0.05, 0.20, 0.02], [0.41, -0.07, -0.19], [0.12, 0.13, -0.02], [-0.12, 0.01, -0.02], [-0.11, -0.09, -0.20], [0.14, -0.08, 0.08]], "nbo_charge": [-0.135, 0.384, 0.002, -0.232, -0.373, -0.332, -0.731, -0.706, 0.483, 0.482, 0.188, 0.176, 0.163, 0.215, 0.201, 0.214]}

***

{"formula": "C27H48BrF4NO9PS2", "method": "ωB97M-V/def2-TZVPD", "orbital_gap_ev": 6.19, "lumo_energy_ev": 1.944, "max_force_ev_per_a": 0.5, "homo_ha": -0.15588, "mol_weight_g_mol": 781.68, "total_charge": -1, "species": ["C", "C", "C", "C", "N", "C", "C", "C", "C", "P", "C", "C", "C", "F", "C", "Br", "C", "C", "C", "S", "S", "C", "C", "C", "H", "H", "H", "H", "H", "H", "H", "H", "H", "H", "H", "H", "H", "H", "H", "H", "H", "H", "H", "H", "H", "H", "H", "H", "H", "H", "H", "H", "H", "H", "H", "H", "H", "H", "H", "H", "H", "H", "H", "C", "C", "O", "C", "O", "O", "F", "H", "H", "H", "C", "C", "O", "C", "O", "O", "F", "H", "H", "H", "C", "C", "O", "C", "O", "O", "F", "H", "H", "H"], "xyz": [[-3.60515, -3.65000, 4.03305], [-5.11008, -3.59699, 3.72133], [-5.56946, -2.33597, 2.96739], [-5.88593, -2.46489, 1.46819], [-4.80721, -2.47913, 0.46906], [-3.64492, -1.60338, 0.71054], [-3.06902, -0.94442, -0.55365], [-1.53098, -0.92236, -0.59062], [-0.94529, 0.39287, -1.12034], [-0.14918, 1.36744, 0.37556], [0.56017, 2.13543, 1.98642], [-0.91643, 3.04545, -0.29270], [-0.68889, 3.41714, -1.75694], [-2.33253, 2.93782, -0.13251], [1.58246, 1.63857, -0.60090], [2.43797, 3.41389, -0.26256], [2.60904, 0.58422, -0.19465], [2.43440, -0.72871, -0.96898], [-4.45620, -3.73907, -0.06111], [-3.80895, -4.99131, 0.75351], [-4.80856, -3.77138, -1.77077], [-3.68231, -5.01997, -2.43269], [-3.92434, -5.18953, -3.94429], [-2.69882, -4.84126, -4.80181], [-3.41695, -3.38095, 5.07515], [-3.04415, -2.95571, 3.40682], [-3.19267, -4.64530, 3.87057], [-5.64692, -3.61322, 4.67465], [-5.42934, -4.49416, 3.18748], [-6.51687, -2.01246, 3.41323], [-4.86461, -1.52317, 3.15797], [-6.54840, -1.63398, 1.20116], [-6.46962, -3.37872, 1.32436], [-2.86014, -2.16134, 1.23663], [-3.99031, -0.81340, 1.37640], [-3.45912, -1.45533, -1.43507], [-3.43604, 0.08341, -0.60320], [-1.14151, -1.10864, 0.41991], [-1.18797, -1.75147, -1.22077], [-0.24219, 0.18202, -1.93326], [-1.75774, 0.97065, -1.56972], [0.39120, 0.08079, 0.84162], [-1.40805, 1.10462, 1.07884], [0.52175, 3.22625, 2.05148], [-0.05560, 1.72533, 2.79306], [1.59440, 1.83746, 2.18190], [-0.64213, 3.89829, 0.33774], [-0.40358, 2.57391, -2.38371], [-1.59812, 3.88098, -2.14962], [0.10241, 4.16520, -1.83747], [1.47302, 1.59417, -1.68482], [2.57038, 0.41181, 0.88290], [3.60935, 0.97271, -0.41100], [3.03105, -0.72808, -1.88501], [2.79748, -1.56031, -0.35400], [1.39849, -0.96284, -1.20608], [-2.66531, -4.68933, -2.21488], [-3.84618, -5.94761, -1.88724], [-4.76283, -4.56200, -4.25770], [-4.23261, -6.21816, -4.13959], [-2.06121, -4.12245, -4.28351], [-2.98813, -4.39866, -5.75484], [-2.08914, -5.72507, -4.99639], [5.78716, 5.34850, 3.43604], [5.83855, 5.04366, 1.95354], [5.76827, 3.62889, 1.93787], [5.08843, 3.23282, 3.04837], [4.62160, 2.15977, 3.21656], [5.01998, 4.25680, 3.93995], [7.00807, 5.44131, 1.39326], [6.79184, 5.32491, 3.86316], [5.29983, 6.28989, 3.67186], [5.01274, 5.44760, 1.37206], [1.18593, 6.53108, -0.39648], [1.76171, 6.37839, -1.78991], [3.01325, 7.04604, -1.67232], [3.39747, 6.98368, -0.37579], [4.49630, 7.21079, 0.02206], [2.36984, 6.60688, 0.40657], [1.01453, 7.00992, -2.73011], [0.63969, 7.47285, -0.31560], [0.56670, 5.69659, -0.08050], [1.93734, 5.34867, -2.09567], [5.12028, -4.38100, -0.47915], [5.54670, -3.24504, -1.38926], [4.53516, -3.24957, -2.36905], [3.39905, -3.76218, -1.80612], [2.31514, -3.65840, -2.25861], [3.70406, -4.37032, -0.63164], [6.74738, -3.48379, -1.97853], [5.52371, -5.32686, -0.84652], [5.38787, -4.23854, 0.56349], [5.57953, -2.26304, -0.91407]], "forces_ev_per_angstrom": [[-0.07, -0.04, -0.01], [0.03, 0.12, 0.19], [-0.18, -0.14, 0.12], [0.12, -0.11, 0.15], [-0.28, -0.24, 0.12], [-0.05, 0.18, -0.24], [0.05, 0.02, 0.07], [-0.07, 0.08, -0.29], [-0.10, -0.26, -0.12], [-0.17, 0.08, 0.14], [0.05, 0.03, 0.09], [-0.10, 0.07, -0.27], [0.09, 0.26, 0.18], [0.08, -0.02, 0.03], [0.06, -0.43, 0.21], [0.09, -0.03, -0.03], [0.22, 0.20, -0.24], [0.22, -0.17, 0.37], [0.06, 0.08, -0.20], [0.03, -0.02, 0.12], [0.29, 0.34, 0.03], [-0.21, -0.42, 0.05], [0.05, 0.14, -0.06], [0.03, -0.01, 0.19], [0.03, 0.06, -0.06], [0.03, -0.08, -0.04], [0.01, 0.02, -0.01], [-0.01, -0.08, -0.04], [0.06, 0.06, -0.11], [0.03, 0.06, -0.05], [-0.03, 0.02, -0.08], [0.10, 0.03, 0.00], [0.00, 0.04, -0.03], [-0.07, -0.03, 0.01], [0.04, -0.05, 0.06], [0.01, 0.05, 0.02], [-0.02, -0.03, 0.03], [0.04, 0.03, -0.03], [0.03, -0.10, 0.20], [0.06, 0.08, 0.07], [0.07, 0.10, 0.07], [0.00, 0.01, -0.01], [0.00, -0.03, -0.06], [-0.02, -0.01, -0.01], [0.00, -0.01, -0.06], [-0.02, 0.02, -0.06], [0.00, -0.12, 0.07], [-0.14, -0.02, -0.01], [0.00, -0.12, -0.05], [0.04, -0.10, -0.03], [-0.02, 0.30, 0.00], [-0.13, 0.00, -0.03], [0.03, -0.09, 0.10], [-0.21, 0.06, -0.11], [-0.02, 0.02, -0.01], [0.03, 0.06, -0.01], [-0.03, 0.01, 0.00], [0.02, 0.01, -0.02], [0.01, -0.01, 0.05], [-0.04, 0.04, -0.02], [-0.05, 0.06, -0.08], [0.03, -0.11, -0.04], [0.01, 0.05, -0.02], [-0.04, 0.09, 0.01], [-0.04, -0.10, -0.03], [-0.15, 0.01, 0.01], [-0.01, -0.02, -0.05], [0.14, -0.07, 0.07], [0.00, -0.02, 0.01], [0.08, -0.08, 0.04], [0.02, 0.01, -0.04], [-0.10, -0.05, 0.01], [0.10, 0.11, -0.04], [-0.14, 0.00, -0.02], [-0.02, 0.06, 0.00], [0.13, -0.17, -0.01], [-0.07, -0.08, 0.03], [-0.01, 0.15, -0.04], [-0.02, 0.14, 0.04], [0.00, 0.16, 0.01], [-0.02, 0.00, -0.05], [0.15, -0.06, 0.04], [-0.07, 0.06, -0.08], [0.07, 0.00, 0.05], [-0.06, -0.01, 0.02], [-0.08, 0.11, 0.03], [0.03, 0.15, 0.11], [-0.05, -0.25, -0.19], [-0.03, -0.05, -0.05], [-0.02, -0.07, -0.05], [0.06, 0.03, -0.01], [-0.11, 0.05, 0.02], [0.11, 0.00, -0.01]], "mulliken_charge": [-1.029, -0.400, -0.653, -1.024, 0.252, -0.829, -0.275, -0.818, -1.634, 0.730, -1.490, 0.219, -0.927, -0.446, -0.850, -0.384, -0.834, -0.985, 0.207, -0.303, -0.178, -0.677, -0.344, -1.130, 0.382, 0.222, 0.208, 0.381, 0.270, 0.413, 0.342, 0.310, 0.510, 0.214, 0.279, 0.383, 0.279, 0.387, 0.248, 0.619, 0.732, 0.222, -0.086, 0.266, 0.472, 0.320, 0.171, 0.248, 0.490, -0.248, 0.767, 0.274, 0.620, 0.400, 0.201, 0.067, 0.354, 0.435, 0.331, 0.299, 0.324, 0.313, 0.291, -0.501, 0.964, -0.313, 0.650, -0.496, -0.342, -0.311, 0.268, 0.292, -0.237, 0.074, 0.508, -0.386, 0.713, -0.570, -0.325, -0.341, 0.396, -0.272, 0.301, -0.479, 0.395, -0.308, 0.708, -0.494, -0.315, -0.306, 0.298, 0.273, 0.248]}

***

{"formula": "C3H4MgO4Tl", "method": "ωB97M-V/def2-TZVPD", "orbital_gap_ev": [8.00, 7.36], "lumo_energy_ev": [-10.309, -10.800], "max_force_ev_per_a": 5.0, "homo_ha": [-0.67277, -0.66719], "s_squared": 0.76, "e_above_lowest_ev": 0.000, "mol_weight_g_mol": 332.75, "multiplicity": 2, "total_charge": 2, "species": ["O", "C", "O", "Mg", "O", "C", "C", "H", "H", "H", "H", "Tl", "O"], "xyz": [[-0.42954, -1.56026, 2.14448], [-0.45396, -0.59061, 1.34560], [-0.96701, 0.50815, 1.68140], [-1.49675, -0.39897, 3.43237], [0.14365, -0.73905, 0.16133], [0.92131, 1.16086, -0.77455], [-0.17424, 0.14621, -1.06523], [0.74850, 2.14697, -1.22197], [0.92818, 1.48473, 0.27069], [-1.18315, 0.60078, -0.98207], [1.51295, 0.76327, -1.70229], [0.54042, -2.84401, -1.19954], [-0.09036, -0.67807, -2.09022]], "forces_ev_per_angstrom": [[-0.46, -0.45, 0.91], [0.96, 0.08, -1.04], [-0.90, 0.60, 0.57], [0.71, -0.07, -1.05], [-1.65, -0.72, 0.80], [0.09, 1.67, -4.71], [-0.58, -0.72, 1.63], [-0.87, -0.08, -0.33], [1.26, -1.22, -0.10], [-0.09, -0.33, -0.05], [1.51, 0.90, 3.06], [0.56, -1.95, -0.03], [-0.54, 2.30, 0.37]], "lowdin_spin": [0.001, 0.000, 0.002, 0.000, -0.001, 0.084, 0.131, 0.000, 0.006, 0.060, 0.003, 0.005, 0.708]}

***

Copy entry 1 word for word.
{"formula": "C2H3OPS", "method": "ωB97M-V/def2-TZVPD", "orbital_gap_ev": [7.25, 6.64], "lumo_energy_ev": [-1.393, -1.650], "max_force_ev_per_a": 5.2, "homo_ha": [-0.31765, -0.30470], "e_above_lowest_ev": 2.220, "mol_weight_g_mol": 106.09, "species": ["C", "C", "O", "P", "S", "H", "H", "H"], "xyz": [[0.51648, -0.39082, -0.54404], [0.44095, 0.46525, 0.57290], [0.01628, -1.48316, -0.61266], [-1.42733, -1.75483, 1.74458], [-0.19496, -0.21481, 2.07826], [1.21730, -0.07342, -1.45120], [0.98178, 1.29152, 0.60456], [-1.82071, -1.93919, 0.41516]], "forces_ev_per_angstrom": [[1.97, 1.12, -1.67], [-2.63, -4.13, 1.63], [-0.82, -1.67, -0.40], [-0.23, -0.89, 1.17], [0.57, 1.23, -2.65], [-1.14, -0.02, 1.67], [2.15, 3.68, 0.52], [0.13, 0.68, -0.27]], "nbo_charge": [0.319, -0.545, -0.598, 0.232, 0.238, 0.125, 0.213, 0.015]}